Molecular formula: C18H12N4O2SbSe4Ti
Method: DFT, the ωB97M-V functional and the def2-TZVPD basis

```
42
Properties=species:S:1:pos:R:3:forces:R:3
Ti -0.246898 -0.003978 -0.070401 0.809 -0.563 1.603
O -0.237092 -3.167996 -2.631756 0.026 -0.050 0.027
C -0.418168 -2.317611 -1.776602 -0.002 0.013 -0.148
N 0.061577 -1.051621 -1.732788 -0.226 0.102 -0.169
C 0.965621 -0.484919 -2.654637 0.031 0.064 -0.007
C 1.543148 -1.120937 -3.743856 -0.043 0.020 -0.044
C 2.441557 -0.419249 -4.541372 -0.004 -0.018 -0.012
C 2.759626 0.897350 -4.257591 0.000 0.024 -0.002
C 2.191676 1.545919 -3.165927 0.003 -0.022 -0.022
C 1.300828 0.854943 -2.357627 -0.043 0.007 -0.066
N 0.681696 1.345345 -1.191503 -0.304 0.058 -0.189
C 0.744124 2.624668 -0.742679 0.066 0.051 -0.057
O 1.266861 3.585981 -1.279650 0.058 0.003 0.039
C 0.041612 2.801591 0.591527 0.115 0.061 -0.239
C 0.221149 3.949875 1.330396 -0.176 0.014 0.012
C -0.450175 4.067514 2.538274 -0.013 0.024 0.001
C -1.266194 3.036158 2.964869 -0.042 -0.068 -0.055
C -1.385755 1.908694 2.174097 -0.002 0.087 0.053
N -0.745690 1.794176 1.006124 0.063 0.022 -0.160
C -1.287628 -2.646814 -0.574781 0.021 0.059 -0.210
C -1.639115 -3.948991 -0.305309 -0.092 -0.001 0.048
C -2.391485 -4.208962 0.834262 0.019 -0.042 -0.045
C -2.777733 -3.160941 1.646539 0.012 0.121 0.010
C -2.393991 -1.874433 1.301952 -0.037 -0.108 0.038
N -1.661563 -1.624622 0.217426 0.072 -0.008 -0.216
H 1.287181 -2.146133 -3.956763 0.011 -0.002 0.000
H 2.895796 -0.916708 -5.389123 -0.001 0.001 0.000
H 3.461883 1.433628 -4.883529 0.000 -0.006 -0.002
H 2.435649 2.569460 -2.931661 0.007 -0.005 -0.004
H 0.881247 4.712827 0.945594 -0.001 -0.003 -0.009
H -0.309505 4.942337 3.159143 0.004 -0.003 -0.004
H -1.763995 3.052166 3.923036 0.007 0.033 0.000
H -1.964965 1.062867 2.517018 0.017 -0.058 0.019
H -1.302090 -4.723157 -0.978726 0.003 0.005 -0.003
H -2.659144 -5.225912 1.090016 0.003 0.002 0.003
H -3.328189 -3.312499 2.563150 -0.007 -0.023 -0.007
H -2.646418 -1.040172 1.939279 0.029 0.031 0.043
Se -1.254767 -0.901932 4.536689 0.063 0.093 -0.180
Sb 1.099312 -0.511720 4.059922 -0.154 0.015 0.260
Se 1.421359 -0.832719 1.211342 -0.325 0.104 -0.394
Se 2.583461 -2.306112 4.540228 0.003 -0.015 0.038
Se 1.845198 1.762639 4.075397 0.031 -0.022 0.049
```
Forces are in eV/Å.

Multiplicity = 1
Energy relative to the best compared isomer or geometry (same formula, charge and spin) = 0.0 kJ/mol
Highest occupied orbital energy = -4.537 eV
E = -11758.3701 hartree
Total charge = -1
Molar mass = 801.8 g/mol
Gap between HOMO and LUMO = 0.2170 hartree

***

Molecular formula: C18H12N7O6PtSSe
Method: DFT, the ωB97M-V functional and the def2-TZVPD basis

```
46
Properties=species:S:1:pos:R:3:forces:R:3
Pt 0.304600 -1.168042 -1.190975 0.857 0.994 0.472
O -1.680967 -0.628082 -1.738192 1.953 -1.338 0.136
N -2.088222 0.575319 -1.563106 0.157 1.288 0.033
N -1.395776 1.306888 -0.804408 -0.923 -1.187 -0.706
O -0.362113 0.866742 -0.172887 1.238 -0.956 0.080
C -1.802890 2.665672 -0.636376 -0.197 1.080 0.273
C -0.894072 3.566357 -0.095181 0.108 -0.402 -0.138
C -1.266346 4.891144 0.047771 -0.111 0.112 -0.031
C -2.529874 5.309800 -0.343707 0.058 -0.052 0.016
C -3.429671 4.398580 -0.884989 0.059 0.080 0.035
C -3.075704 3.072187 -1.034328 0.154 -0.328 0.059
H 0.097752 3.230554 0.170832 -0.011 0.008 0.051
H -0.558633 5.601101 0.451595 0.005 0.000 0.022
H -2.812549 6.347371 -0.231561 -0.007 0.004 -0.009
H -4.410944 4.725722 -1.197930 -0.024 -0.015 0.011
H -3.765420 2.352533 -1.447943 -0.054 0.028 -0.039
O 6.028210 0.421114 -0.595352 0.108 0.691 -0.201
C 5.894426 -0.848181 -0.312693 -0.084 -0.804 0.206
O 6.800522 -1.558509 0.036793 -0.080 0.213 -0.091
C 4.518342 -1.447272 -0.385632 -0.393 0.263 -0.010
C 4.232251 -2.740772 0.023139 0.167 0.336 -0.051
N 2.913851 -2.924313 -0.094974 -0.319 -0.331 0.139
N 2.328385 -1.829728 -0.575456 -1.628 0.884 -0.614
C 3.269870 -0.918876 -0.765624 0.383 0.019 -0.049
C 2.843557 0.370102 -1.414310 1.388 -0.683 0.851
O 3.614870 1.309435 -1.454686 -0.499 -0.042 -0.247
O 1.663707 0.340287 -1.914820 -2.511 -0.580 -0.765
H 5.202215 0.876908 -0.894653 0.073 -0.300 0.075
H 4.907759 -3.502285 0.373780 -0.045 -0.058 0.062
H 2.362785 -3.757379 0.067734 0.047 -0.051 -0.054
Se -1.635984 -3.941973 -0.238732 -0.066 -0.053 -0.191
N -0.699464 -2.484123 0.276711 0.358 0.915 -1.234
C -1.415822 -1.839820 1.221827 -0.211 -0.132 0.113
C -1.007538 -0.707182 1.955989 0.046 0.115 0.180
C -1.894302 -0.151640 2.837042 0.327 -0.100 -0.198
C -3.189289 -0.692734 3.041987 -0.373 -0.275 -0.088
C -3.589568 -1.831020 2.410428 -0.147 0.189 0.303
C -2.696840 -2.444352 1.499003 0.549 -0.031 -0.342
N -2.940915 -3.558001 0.820293 -0.492 0.005 0.240
H -0.011115 -0.312481 1.828459 -0.051 0.060 0.059
H -1.603488 0.719744 3.407619 0.056 0.006 0.003
H -3.861586 -0.199274 3.729559 0.012 0.002 0.032
H -4.560388 -2.275327 2.576542 0.008 -0.036 0.040
S 0.508779 -2.603254 -3.214059 -0.171 1.470 1.638
C 0.765269 -3.857260 -2.162474 0.227 -1.154 -0.027
N 0.922330 -4.725678 -1.412055 0.059 0.144 -0.047
```
Forces are in eV/Å.

Multiplicity = 1
Energy relative to the best compared isomer or geometry (same formula, charge and spin) = 250.2 kJ/mol
Highest occupied orbital energy = -12.249 eV
E = -4446.3773 hartree
Total charge = +1
Molar mass = 728.4 g/mol
Gap between HOMO and LUMO = 0.1955 hartree

***

Molecular formula: C18H13N2PtS2
Method: DFT, the ωB97M-V functional and the def2-TZVPD basis

```
36
Properties=species:S:1:pos:R:3:forces:R:3
Pt -1.247565 -0.457879 -0.597644 0.611 0.229 0.712
S -0.720846 1.225827 -1.922168 -0.188 0.578 0.164
C 0.716401 0.934538 -2.827676 0.325 -0.361 -0.475
C 1.385128 1.923298 -3.571579 -0.315 -0.091 0.219
C 2.509047 1.560121 -4.263281 0.302 -0.393 -0.102
C 2.984673 0.226622 -4.236578 -0.013 0.493 -0.121
C 2.335389 -0.740777 -3.518204 -0.305 -0.121 0.221
C 1.182586 -0.372442 -2.801443 0.031 0.467 -0.492
S 0.242579 -1.474750 -1.867730 0.215 -0.557 0.189
H 1.020359 2.942230 -3.580114 0.000 0.000 -0.017
H 3.049265 2.303625 -4.832995 0.008 -0.008 0.000
H 3.880518 -0.027034 -4.786415 0.002 0.011 0.000
H 2.697685 -1.760120 -3.485906 0.000 -0.001 -0.017
C 3.257080 1.209493 2.374558 0.011 0.005 0.030
C 2.341125 0.903167 3.376567 -0.016 -0.006 -0.005
C 1.077828 0.446112 3.056931 0.035 0.013 0.042
C 0.740549 0.298576 1.713440 -0.392 -0.144 -0.239
C 1.640685 0.599261 0.708287 0.079 0.027 -0.081
C 2.907189 1.057735 1.044166 -0.054 -0.020 -0.027
N -0.588687 -0.182411 1.361931 0.178 0.068 0.380
N -1.352618 -0.435976 2.301301 -0.496 -0.180 -0.260
C -2.620622 -0.896200 1.897460 0.641 0.232 0.211
C -3.569527 -1.214592 2.842579 -0.236 -0.083 0.059
C -4.812938 -1.666624 2.393627 0.081 0.030 0.054
C -5.067156 -1.785018 1.037718 0.044 0.016 0.030
C -4.085221 -1.454856 0.096403 0.108 0.038 0.031
C -2.845851 -1.004911 0.519154 -0.708 -0.262 -0.523
H 4.243349 1.566584 2.638542 -0.003 -0.001 -0.006
H 2.615325 1.022075 4.415761 -0.006 -0.002 -0.001
H 0.363263 0.206935 3.828370 0.000 0.000 0.018
H 1.363338 0.479522 -0.326673 0.091 0.033 0.032
H 3.615680 1.294593 0.262207 -0.016 -0.006 -0.009
H -3.347600 -1.113700 3.896243 -0.005 -0.002 -0.009
H -5.578883 -1.924605 3.111911 0.003 0.001 -0.005
H -6.033753 -2.135993 0.702091 0.004 0.001 -0.006
H -4.297775 -1.552426 -0.960840 -0.015 -0.005 0.004
```
Forces are in eV/Å.

Multiplicity = 1
Energy relative to the best compared isomer or geometry (same formula, charge and spin) = 68.7 kJ/mol
Highest occupied orbital energy = -11.826 eV
E = -1718.6187 hartree
Total charge = +1
Molar mass = 516.5 g/mol
Gap between HOMO and LUMO = 0.2160 hartree

***

Molecular formula: C18H14AuF5N3O5S2
Method: DFT, the ωB97M-V functional and the def2-TZVPD basis

```
48
Properties=species:S:1:pos:R:3:forces:R:3
Au 0.351505 0.336151 -0.256911 -0.584 0.141 0.473
O -0.339753 0.060344 6.828069 -0.042 -0.167 0.300
C -0.681342 -0.880869 6.093793 0.323 0.264 -1.214
O -1.193972 -1.989527 6.293272 -0.061 0.057 0.325
C -0.390182 -0.589243 4.551248 -0.404 -0.324 1.099
C 0.609085 0.300146 4.181747 0.024 0.058 -0.389
C 0.822521 0.541202 2.839432 0.063 0.063 0.252
N 0.080326 -0.040999 1.891469 0.277 0.038 -0.565
C -0.897908 -0.882335 2.238555 -0.688 -0.306 -0.109
C -1.160816 -1.188909 3.567347 0.436 0.322 -0.397
C -1.787507 -1.474550 1.115801 0.129 0.253 0.555
O -2.910620 -1.860750 1.454362 0.126 0.048 -0.273
O -1.267933 -1.477967 -0.035752 -0.174 -0.169 -0.437
H 1.190440 0.804833 4.940558 -0.040 -0.015 0.047
H 1.588099 1.227413 2.500680 -0.010 -0.011 -0.031
H -1.957110 -1.876806 3.804393 0.007 -0.008 0.085
C 1.300739 0.403062 -3.148459 -0.107 0.067 0.088
O 0.265335 0.771868 -2.300896 0.074 0.040 0.056
H 1.050869 0.710549 -4.172602 0.048 -0.077 -0.008
H 1.477076 -0.688814 -3.157240 0.052 0.008 -0.016
H 2.256998 0.889647 -2.890445 -0.009 -0.026 -0.034
S -1.534667 2.110952 -0.015646 0.242 0.020 0.078
C -2.735778 1.202116 -0.840702 -0.055 0.474 -0.092
N -2.528671 0.728575 -2.061093 0.162 -0.250 0.010
C -3.389243 -0.300051 -2.629886 -0.055 -0.011 0.025
C -4.837132 -0.029064 -2.246743 0.084 0.048 0.074
C -4.934604 0.113884 -0.735523 -0.008 -0.063 -0.060
N -3.942117 1.080996 -0.275935 -0.096 -0.235 -0.038
H -1.555309 0.774540 -2.391684 0.038 -0.005 0.131
H -3.063994 -1.270361 -2.245218 -0.025 -0.062 -0.028
H -3.263271 -0.286189 -3.713069 0.015 -0.009 0.035
H -5.469153 -0.853183 -2.576540 -0.012 0.005 -0.012
H -5.185628 0.888221 -2.728510 0.021 -0.028 -0.022
H -4.742332 -0.845062 -0.248914 0.017 -0.040 0.064
H -5.923423 0.466128 -0.437628 0.050 0.006 -0.009
H -4.013017 1.406374 0.672769 0.167 -0.076 0.094
F 7.315746 1.325403 -1.622221 0.246 0.150 -0.112
C 6.138186 0.769862 -1.414868 -0.350 -0.157 0.108
C 5.787380 -0.393899 -2.082378 -0.001 -0.021 -0.006
F 6.638001 -0.934382 -2.950664 0.089 -0.035 -0.107
C 4.573740 -0.991878 -1.826105 -0.029 0.052 0.119
F 4.271015 -2.097923 -2.486294 0.021 -0.159 -0.057
C 3.660080 -0.465885 -0.896427 0.138 -0.150 0.008
S 2.227494 -1.332635 -0.511044 0.018 0.139 -0.135
C 4.037408 0.732954 -0.269579 -0.163 -0.044 -0.141
F 3.228244 1.305048 0.601730 -0.043 0.124 0.209
C 5.249334 1.340837 -0.517380 0.050 -0.083 -0.035
F 5.585869 2.460198 0.111150 0.037 0.153 0.092
```
Forces are in eV/Å.

Multiplicity = 3
Energy relative to the best compared isomer or geometry (same formula, charge and spin) = 73.6 kJ/mol
Highest occupied orbital energy (alpha / beta) = -5.015 / -5.036 eV
E = -2666.2061 hartree
Total charge = -1
Molar mass = 708.4 g/mol
Gap between HOMO and LUMO (alpha / beta) = 0.2444 / 0.1307 hartree
<S²> = 2.03